(1)
{
  "formula": "C54H143F6HgN14O17S2",
  "method": "ωB97M-V with the def2-TZVPD basis set",
  "multiplicity": 1,
  "total_charge": 1,
  "total_energy_ha": -5737.23997,
  "lumo_energy_ev": -2.727,
  "e_homo_ha": -0.3753,
  "fmax_ev_per_a": 6.6,
  "orbital_gap_ev": 7.5,
  "species": ["Hg", "C", "F", "F", "F", "S", "O", "O", "N", "S", "O", "O", "C", "F", "F", "F", "C", "C", "C", "O", "C", "N", "H", "H", "H", "H", "H", "H", "H", "H", "H", "H", "H", "C", "C", "C", "O", "C", "N", "H", "H", "H", "H", "H", "H", "H", "H", "H", "H", "H", "C", "C", "C", "O", "C", "N", "H", "H", "H", "H", "H", "H", "H", "H", "H", "H", "H", "C", "C", "C", "O", "C", "N", "H", "H", "H", "H", "H", "H", "H", "H", "H", "H", "H", "C", "C", "C", "O", "C", "N", "H", "H", "H", "H", "H", "H", "H", "H", "H", "H", "H", "C", "C", "C", "O", "C", "N", "H", "H", "H", "H", "H", "H", "H", "H", "H", "H", "H", "C", "C", "C", "O", "C", "N", "H", "H", "H", "H", "H", "H", "H", "H", "H", "H", "H", "C", "C", "C", "O", "C", "N", "H", "H", "H", "H", "H", "H", "H", "H", "H", "H", "H", "C", "C", "C", "O", "C", "N", "H", "H", "H", "H", "H", "H", "H", "H", "H", "H", "H", "C", "C", "C", "O", "C", "N", "H", "H", "H", "H", "H", "H", "H", "H", "H", "H", "H", "C", "C", "C", "O", "C", "N", "H", "H", "H", "H", "H", "H", "H", "H", "H", "H", "H", "C", "C", "C", "O", "C", "N", "H", "H", "H", "H", "H", "H", "H", "H", "H", "H", "H", "C", "C", "C", "O", "C", "N", "H", "H", "H", "H", "H", "H", "H", "H", "H", "H", "H"],
  "xyz": [[33.42287, 2.22123, 15.19084], [36.77047, 1.39919, 12.32371], [38.04065, 1.01534, 12.31926], [36.68680, 2.71662, 12.49179], [36.33444, 0.99710, 11.15399], [35.96668, 0.55700, 13.85491], [36.41053, -0.83959, 13.97720], [36.28489, 1.37509, 15.02036], [34.25833, 0.88621, 13.60742], [33.74561, -0.29718, 12.72726], [34.72860, -1.10987, 11.97099], [32.77802, -1.12310, 13.40829], [32.72665, 0.61479, 11.30437], [32.36578, -0.27710, 10.35183], [31.74231, 1.28161, 11.88681], [33.57747, 1.54217, 10.80757], [31.90272, -4.84536, 14.76624], [32.78497, -3.89786, 15.60536], [33.39449, -4.66152, 16.81861], [32.40732, -4.99477, 17.79039], [32.84359, -5.81798, 18.85181], [33.89272, -3.39334, 14.84544], [31.00077, -5.17851, 15.27965], [32.52259, -5.72264, 14.58114], [31.55063, -4.28133, 13.90252], [32.14352, -3.11572, 16.01144], [34.09431, -4.11123, 17.44754], [34.03929, -5.49800, 16.54914], [33.17097, -6.82221, 18.58266], [32.12562, -5.95704, 19.66006], [33.75413, -5.44792, 19.32302], [33.55870, -2.80242, 14.09756], [34.19294, -4.18525, 14.29513], [28.86658, 1.30339, 10.43649], [27.58482, 1.78366, 11.07658], [27.61581, 1.61414, 12.61720], [27.64253, 0.22972, 13.10751], [26.36294, -0.27560, 13.29562], [27.32994, 3.12849, 10.63014], [28.63132, 1.16669, 9.38100], [29.16692, 0.36079, 10.89408], [29.65016, 2.04875, 10.57271], [26.79109, 1.19138, 10.62128], [26.77670, 2.11528, 13.09975], [28.41453, 2.18422, 13.09171], [26.00782, -0.67646, 12.34626], [25.64457, 0.45563, 13.66624], [26.40310, -1.12534, 13.97712], [27.37341, 3.11556, 9.62116], [26.37654, 3.38146, 10.84725], [33.62160, 2.23620, 6.80842], [32.15013, 1.84596, 6.46725], [31.55529, 0.56803, 7.22391], [30.40151, 0.17126, 6.48948], [29.77105, -1.09260, 6.85825], [31.27683, 2.97311, 6.67264], [33.60389, 2.63132, 7.82414], [34.01256, 2.95289, 6.08619], [34.32529, 1.40446, 6.77502], [32.14389, 1.56557, 5.41395], [31.36559, 0.75535, 8.28080], [32.20070, -0.30905, 7.17627], [30.44815, -1.87006, 6.50441], [28.83977, -1.24000, 6.31137], [29.53563, -1.12814, 7.92193], [30.33045, 2.64321, 6.54766], [31.50780, 3.76733, 6.09301], [33.17195, 5.04864, 11.86729], [33.58856, 4.15048, 13.03519], [34.58518, 4.79199, 14.03351], [34.77313, 3.99170, 15.18748], [35.87010, 4.50304, 15.95097], [32.31280, 3.71233, 13.64792], [32.45955, 4.56366, 11.19992], [34.06953, 5.30810, 11.30593], [32.64753, 5.95743, 12.16254], [34.09564, 3.27768, 12.62385], [34.36644, 5.81965, 14.32362], [35.49343, 4.86681, 13.43553], [36.78902, 4.48528, 15.36500], [36.01233, 3.98760, 16.90082], [35.72706, 5.57507, 16.08659], [31.66833, 3.56011, 12.88530], [31.88201, 4.55851, 13.99217], [40.46788, -0.72027, 10.64034], [41.03248, 0.65070, 10.85330], [40.47370, 1.70498, 9.87367], [40.84980, 3.02469, 10.24367], [40.40355, 3.96515, 9.23988], [40.77585, 1.10271, 12.19312], [41.04877, -1.56031, 11.02109], [40.27225, -0.93650, 9.59006], [39.53378, -0.76458, 11.20033], [42.10426, 0.65531, 10.65483], [39.38571, 1.73193, 9.93395], [40.86056, 1.44922, 8.88725], [40.96531, 3.84284, 8.31383], [40.54293, 4.98536, 9.59744], [39.35356, 3.84948, 8.97112], [41.12516, 2.04407, 12.08395], [39.78115, 1.16288, 12.35761], [37.35148, -6.31368, 13.78901], [36.57984, -5.08454, 13.56012], [37.19119, -4.25487, 12.38086], [37.14696, -4.95074, 11.13957], [37.59549, -4.13942, 10.05747], [35.20191, -5.48091, 13.31437], [37.17912, -6.77578, 14.76104], [38.43343, -6.18204, 13.77656], [37.05295, -7.06882, 13.06187], [36.40178, -4.43464, 14.41687], [38.16238, -3.89299, 12.71839], [36.68942, -3.28946, 12.31524], [37.64341, -4.78727, 9.18220], [38.55178, -3.63928, 10.21070], [36.91850, -3.30509, 9.87396], [35.02037, -5.44259, 12.32156], [35.06589, -6.45137, 13.55890], [34.16826, -4.45546, 8.53407], [34.06305, -4.45821, 10.02952], [32.67560, -4.21135, 10.65980], [32.06189, -3.01576, 10.13618], [30.83159, -2.58612, 10.71193], [34.53037, -5.78542, 10.38168], [33.62725, -5.30277, 8.11280], [35.20269, -4.48411, 8.19167], [33.60689, -3.63588, 8.08544], [34.81849, -3.75472, 10.37953], [32.79787, -4.01468, 11.72492], [32.10789, -5.13859, 10.58210], [30.83110, -2.33322, 11.77219], [30.09589, -3.38865, 10.65903], [30.51380, -1.84583, 9.97770], [34.23308, -6.45897, 9.69027], [35.53571, -5.87976, 10.35932], [39.62953, 2.81072, 15.03086], [40.71571, 3.76175, 14.53887], [40.04690, 4.86455, 13.69382], [41.11602, 5.75776, 13.31409], [40.81572, 6.85201, 12.50134], [41.38247, 4.41039, 15.65326], [38.91339, 3.32185, 15.67429], [40.01507, 1.91843, 15.52410], [39.05366, 2.42425, 14.18997], [41.50830, 3.25569, 13.98768], [39.35123, 5.37943, 14.35642], [39.47242, 4.44684, 12.86701], [40.49660, 6.43378, 11.54669], [41.65331, 7.53950, 12.38349], [39.89766, 7.37673, 12.76576], [42.05497, 3.73725, 15.99201], [42.00747, 5.09835, 15.25803], [38.46983, 1.52691, 19.46797], [37.79970, 0.21561, 19.12850], [36.91475, -0.20441, 20.31617], [37.78656, -0.57137, 21.42941], [37.23953, -1.48734, 22.28377], [37.08280, 0.23798, 17.90091], [37.76871, 2.35847, 19.39690], [39.16984, 1.87979, 18.71064], [39.05060, 1.55026, 20.39007], [38.50271, -0.61451, 19.05937], [36.33717, -1.10230, 20.09642], [36.13328, 0.47970, 20.64691], [36.28133, -1.24396, 22.74283], [37.88352, -1.75902, 23.12017], [37.06010, -2.35109, 21.64359], [36.84453, -0.68462, 17.56606], [37.50021, 0.74267, 17.13204], [38.70214, -2.88455, 16.42098], [37.30356, -3.35311, 16.83662], [37.12145, -3.55202, 18.35077], [37.96679, -4.57288, 18.84930], [37.58436, -5.88761, 18.67054], [36.33114, -2.36302, 16.44786], [38.75524, -2.89478, 15.33232], [39.50253, -3.47831, 16.86248], [38.93685, -1.88003, 16.77305], [37.16936, -4.29493, 16.30459], [36.11964, -3.54871, 18.78025], [37.44568, -2.57717, 18.71497], [36.81071, -6.12273, 19.40148], [38.30974, -6.68200, 18.84628], [37.25827, -6.10058, 17.65250], [35.41799, -2.78703, 16.36736], [36.42577, -2.03829, 15.49617], [39.18228, -2.71863, 6.35501], [38.75394, -1.22874, 6.08804], [38.01888, -0.52854, 7.30969], [36.72202, -1.08270, 7.43908], [36.03360, -0.70945, 8.56685], [39.97987, -0.59541, 5.58364], [39.73896, -2.81484, 7.28719], [39.84432, -3.18655, 5.62641], [38.36794, -3.43520, 6.46219], [37.95720, -1.33068, 5.35120], [38.02815, 0.55684, 7.20980], [38.59121, -0.63754, 8.23091], [36.64699, -0.96319, 9.43141], [35.10335, -1.26839, 8.66845], [35.83370, 0.36137, 8.52812], [39.88082, 0.37747, 5.33107], [40.73496, -0.58944, 6.25437], [33.59105, -0.76360, 18.28275], [33.42713, -0.00561, 16.97001], [31.92217, 0.02149, 16.56663], [31.76357, 0.83205, 15.36602], [30.43320, 0.82885, 14.75606], [33.99976, 1.32014, 17.21062], [33.12729, -0.22024, 19.10603], [34.64900, -0.88627, 18.51472], [33.15394, -1.76198, 18.26620], [33.90248, -0.48200, 16.11257], [31.30087, 0.54253, 17.29504], [31.42790, -0.91129, 16.29512], [30.23950, -0.17815, 14.38654], [30.40071, 1.47695, 13.88026], [29.56081, 1.11374, 15.34415], [34.97124, 1.21979, 17.46803], [33.59498, 1.63771, 18.07977], [38.00531, 7.70040, 7.23351], [37.95433, 8.30106, 8.62221], [38.18613, 7.30894, 9.80540], [37.06380, 6.51498, 10.07806], [37.18299, 5.48684, 11.15186], [38.91508, 9.40215, 8.79726], [38.85898, 7.06208, 7.00569], [38.10371, 8.52188, 6.52387], [37.13841, 7.05358, 7.09844], [36.95043, 8.71751, 8.70489], [38.36495, 7.83242, 10.74459], [39.02361, 6.62374, 9.67414], [36.20280, 5.06266, 11.36954], [37.46942, 5.92235, 12.10915], [37.80861, 4.65816, 10.82022], [39.82603, 9.13651, 8.45127], [38.69625, 10.13144, 8.13367]],
  "lowdin_charge": [1.2392, -0.6353, 0.1117, 0.1507, 0.1681, 0.7352, -0.2782, -0.3279, -0.3652, 0.5860, -0.2970, -0.2962, -0.5671, 0.1360, 0.1189, 0.1004, -0.0344, -0.4053, -0.1900, -0.1840, -0.1161, 0.0587, 0.0765, 0.0783, 0.0648, 0.1162, 0.0885, 0.1258, 0.0846, 0.0890, 0.0702, 0.0279, 0.0191, -0.0610, -0.4563, -0.1521, -0.1958, -0.1291, 0.0352, 0.0808, 0.0736, 0.0726, 0.1349, 0.1112, 0.1030, 0.0878, 0.0882, 0.0911, 0.0766, 0.0765, -0.0522, -0.4108, -0.1739, -0.2211, -0.0600, 0.0287, 0.0618, 0.0720, 0.0580, 0.1247, 0.0964, 0.1165, 0.0879, 0.0848, 0.0650, 0.0659, 0.0749, -0.0236, -0.4078, -0.1703, -0.3097, -0.0415, 0.0328, 0.0907, 0.0770, 0.0955, 0.0964, 0.1438, 0.1056, 0.0836, 0.1042, 0.1007, 0.0772, 0.1031, -0.0529, -0.4359, -0.2047, -0.1958, -0.0843, 0.0676, 0.0860, 0.0580, 0.0673, 0.1443, 0.1161, 0.1246, 0.0901, 0.0654, 0.0795, 0.0538, 0.0312, -0.0683, -0.4083, -0.1640, -0.1962, -0.0846, 0.0429, 0.0764, 0.0878, 0.0914, 0.1013, 0.1205, 0.1077, 0.0976, 0.0855, 0.0668, 0.0326, 0.0850, -0.0638, -0.4145, -0.1423, -0.2052, -0.1082, 0.0239, 0.0817, 0.0790, 0.0711, 0.1162, 0.1029, 0.1277, 0.0772, 0.0873, 0.0647, 0.0795, 0.0586, -0.0583, -0.4351, -0.1707, -0.1886, -0.1043, 0.0422, 0.0656, 0.0860, 0.0405, 0.1299, 0.1202, 0.1064, 0.0561, 0.1010, 0.0789, 0.0765, 0.0673, -0.0472, -0.4433, -0.1672, -0.1798, -0.1461, 0.0602, 0.0743, 0.0683, 0.0885, 0.1299, 0.0854, 0.1250, 0.0858, 0.0957, 0.0814, 0.0233, 0.0634, -0.0227, -0.4237, -0.1764, -0.1620, -0.1207, 0.0528, 0.0731, 0.0853, 0.0695, 0.1032, 0.1157, 0.0952, 0.0841, 0.0903, 0.0747, 0.0299, 0.0268, -0.0637, -0.3670, -0.1816, -0.1810, -0.1358, 0.0305, 0.0589, 0.0723, 0.0642, 0.1297, 0.1142, 0.0876, 0.0714, 0.0926, 0.0792, 0.0631, 0.0640, -0.0281, -0.3945, -0.1147, -0.3691, -0.0505, 0.0281, 0.0931, 0.0553, 0.0872, 0.1229, 0.1350, 0.1298, 0.0973, 0.0544, 0.1009, 0.0595, 0.1033, -0.0689, -0.4051, -0.2089, -0.1924, -0.0499, 0.0285, 0.0732, 0.0770, 0.0790, 0.1376, 0.1107, 0.0927, 0.0399, 0.0798, 0.0732, 0.0695, 0.0669]
}

***

(2)
{
  "formula": "C35H41Cl2MoN2OP3",
  "method": "ωB97M-V with the def2-TZVPD basis set",
  "multiplicity": 3,
  "total_charge": 2,
  "total_energy_ha": -3555.19965,
  "lumo_energy_ev": [-6.338, -5.914],
  "e_homo_ha": [-0.4885, -0.5189],
  "fmax_ev_per_a": 4.3,
  "relative_energy_kj_mol": 0.0,
  "orbital_gap_ev": [7.0, 8.2],
  "species": ["P", "C", "C", "H", "C", "H", "C", "H", "C", "H", "C", "H", "C", "C", "H", "C", "H", "C", "H", "C", "H", "C", "H", "C", "C", "H", "C", "H", "C", "H", "C", "H", "C", "H", "Mo", "C", "C", "H", "C", "O", "H", "C", "H", "C", "Cl", "Cl", "P", "C", "H", "H", "H", "C", "H", "H", "H", "C", "H", "H", "H", "P", "C", "C", "H", "H", "H", "H", "H", "H", "C", "H", "H", "H", "H", "N", "C", "C", "C", "C", "C", "N", "C", "H", "H", "H", "H"],
  "xyz": [[-1.39499, 2.18498, 0.18913], [-1.95195, 3.04999, 1.64271], [-1.49111, 4.34959, 1.91900], [-0.71955, 4.80062, 1.29322], [-2.03536, 5.06235, 2.98797], [-1.68437, 6.07685, 3.19081], [-3.02714, 4.48098, 3.78704], [-3.45790, 5.04750, 4.61510], [-3.46715, 3.17647, 3.52695], [-4.23667, 2.72112, 4.15292], [-2.92755, 2.45496, 2.46219], [-3.25731, 1.43744, 2.25274], [0.13295, 2.91683, -0.38252], [1.22155, 2.99604, 0.50836], [1.08822, 2.70867, 1.55362], [2.45845, 3.45479, 0.05617], [3.31006, 3.47060, 0.74070], [2.59463, 3.91609, -1.25767], [3.55529, 4.30636, -1.60134], [1.50074, 3.89402, -2.12768], [1.59551, 4.28070, -3.14554], [0.27448, 3.38084, -1.70422], [-0.58135, 3.36629, -2.38304], [-2.65905, 2.20831, -1.07322], [-3.28824, 3.43943, -1.34438], [-3.01373, 4.32558, -0.76820], [-4.25625, 3.52516, -2.34460], [-4.72782, 4.48789, -2.55571], [-4.61590, 2.38181, -3.07012], [-5.36395, 2.45613, -3.86246], [-4.02681, 1.14814, -2.77324], [-4.31251, 0.25328, -3.33004], [-3.06870, 1.04977, -1.76099], [-2.65834, 0.07771, -1.48274], [0.36607, -2.02749, 1.21459], [1.51542, -2.37128, -0.62401], [1.65669, -1.34752, -1.49166], [2.03157, -3.32649, -0.81107], [0.76600, -0.14327, -1.23564], [-0.06633, 0.01779, -2.40237], [-0.77250, 0.67003, -2.22179], [-0.00857, -0.42711, 0.01903], [1.37456, 0.76797, -1.08727], [-0.91054, 0.20811, 0.74255], [1.61120, -4.15655, 1.66469], [-1.03706, -1.86714, 3.21353], [2.11466, -1.37184, 2.69755], [2.29594, -2.32668, 4.23498], [2.77895, -3.28391, 4.01135], [1.30304, -2.51994, 4.65542], [2.89636, -1.74412, 4.94432], [3.74335, -1.38255, 1.90221], [3.74232, -0.68050, 1.05897], [3.95263, -2.38959, 1.52338], [4.50406, -1.08491, 2.63466], [1.86652, 0.33195, 3.25577], [0.83592, 0.44927, 3.61056], [2.04293, 1.01955, 2.42090], [2.57296, 0.53724, 4.06996], [2.76797, -1.30572, -2.92340], [3.89053, -2.68149, -2.79253], [3.62588, 0.26589, -2.79132], [3.32960, -3.62305, -2.73655], [4.52142, -2.57788, -1.89968], [4.52708, -2.68603, -3.68808], [2.90855, 1.09749, -2.79340], [4.30908, 0.36944, -3.64441], [4.20297, 0.29365, -1.85662], [1.77195, -1.36970, -4.40449], [1.25666, -2.33776, -4.44931], [2.42140, -1.25211, -5.28155], [1.02210, -0.57012, -4.36012], [-1.51220, -0.15513, 1.56398], [-3.20537, -7.30310, 3.26266], [-2.84097, -6.64046, 2.37580], [-2.38196, -5.79978, 1.28665], [-2.68069, -6.09023, -0.04963], [-2.21988, -5.23949, -1.04297], [-1.48064, -4.11067, -0.67347], [-1.21161, -3.85902, 0.60120], [-1.61836, -4.67125, 1.57766], [-3.26644, -6.97910, -0.28044], [-2.40853, -5.41836, -2.09574], [-1.08970, -3.40109, -1.40798], [-1.32318, -4.39319, 2.59219]],
  "mulliken_spin": [0.0185, -0.0061, -0.0012, 0.0001, 0.0005, 0.0000, -0.0004, 0.0000, 0.0008, 0.0000, -0.0038, 0.0009, -0.0053, 0.0064, -0.0035, 0.0022, 0.0002, -0.0010, 0.0000, 0.0006, 0.0000, -0.0007, -0.0003, -0.0134, -0.0006, -0.0001, 0.0000, 0.0000, 0.0002, 0.0001, 0.0040, 0.0001, 0.0131, -0.0107, 2.1218, -0.0683, 0.0570, -0.0127, -0.0593, -0.0034, 0.0009, -0.1986, 0.0200, 0.1645, -0.0183, 0.0341, -0.1117, 0.0031, 0.0011, 0.0023, -0.0015, 0.0338, -0.0041, 0.0001, -0.0004, 0.0239, 0.0027, -0.0141, 0.0004, -0.0005, 0.0001, 0.0035, -0.0003, -0.0001, -0.0001, -0.0004, -0.0003, 0.0003, 0.0047, 0.0008, 0.0007, -0.0009, -0.0065, -0.0005, -0.0004, -0.0060, 0.0035, -0.0042, 0.0186, 0.0101, 0.0040, 0.0002, -0.0006, -0.0021, 0.0020]
}